No. 1
16
Properties=species:S:1:pos:R:3 method="wB97M-V/def2-TZVPD" homo_ev="-16.64 / -16.35" spin_multiplicity=2 orbital_gap_ev="13.59 / 5.78" relative_energy_kcal_mol=6.1 charge=+1
C -0.55716 0.10737 1.44892
C -0.03866 1.39625 1.96331
H -0.82234 0.30972 0.34396
H 0.14354 -0.71518 1.56103
H -1.59240 -0.23126 1.67977
H 0.68316 1.21859 2.75838
H -0.90315 1.93933 2.37509
H 0.41629 2.12450 1.27700
C 0.29704 -1.34381 -1.20767
C 0.34097 -0.17703 -2.17074
H -0.16954 -2.21859 -1.66773
H 1.28955 -1.59099 -0.80479
H -0.25153 -1.19061 -0.21233
H -0.44998 0.54382 -1.98386
H 0.30927 -0.48708 -3.21688
H 1.30493 0.31498 -2.14346



No. 2
16
Properties=species:S:1:pos:R:3 method="wB97M-V/def2-TZVPD" homo_ev="-16.54 / -14.75" spin_multiplicity=2 orbital_gap_ev="13.66 / 3.16" relative_energy_kcal_mol=16.6 charge=+1
C 0.81310 1.23070 -1.12836
C 1.67825 2.43582 -1.21476
H 1.47833 0.40824 -0.86268
H -0.08719 1.39871 -0.50207
H 0.35340 0.95906 -2.11191
H 1.13181 3.35913 -1.01945
H 2.10387 2.59071 -2.25795
H 2.60561 2.31804 -0.63506
C -0.53526 -1.73856 1.33236
C -1.99385 -2.04575 1.09724
H -0.46708 -0.61089 1.41958
H -0.27304 -2.10696 2.32590
H 0.24949 -1.86165 0.59433
H -2.14111 -3.12343 0.90948
H -2.31507 -1.57865 0.15838
H -2.60124 -1.63453 1.89499



No. 3
16
Properties=species:S:1:pos:R:3 method="wB97M-V/def2-TZVPD" homo_ev="-15.26 / -15.23" spin_multiplicity=2 orbital_gap_ev="11.87 / 3.70" relative_energy_kcal_mol=15.5 charge=+1
C 1.28164 1.45617 -0.55220
C 1.04789 2.05858 0.74213
H 1.84935 2.10619 -1.22540
H 1.88537 0.48381 -0.62229
H 0.38631 1.00059 -1.05745
H 1.44245 1.47841 1.62293
H -0.04526 2.06446 0.95094
H 1.51397 3.00928 0.83847
C -1.49605 -1.37642 -0.71921
C -0.85592 -2.01821 0.53015
H -2.28590 -0.69100 -0.42882
H -0.70010 -0.94529 -1.33234
H -1.87808 -2.20978 -1.30937
H -1.55764 -2.24729 1.32444
H -0.57701 -3.04540 0.27518
H 0.02158 -1.47003 0.87026



No. 4
16
Properties=species:S:1:pos:R:3 method="wB97M-V/def2-TZVPD" homo_ev="-14.52 / -14.52" spin_multiplicity=2 orbital_gap_ev="10.87 / 2.83" relative_energy_kcal_mol=14.2 charge=+1
C 0.61152 1.83307 2.09553
C 1.23520 0.57832 1.66873
H -0.41451 1.81042 2.51432
H 1.30717 2.40332 2.71122
H 0.41320 2.51204 1.19369
H 2.32448 0.70770 1.47675
H 0.69749 0.03860 0.90417
H 1.32552 0.03724 2.69578
C -0.44283 -1.77809 -2.12696
C -1.42751 -0.69673 -1.69686
H 0.38285 -1.87686 -1.42211
H -0.87977 -2.77478 -2.21168
H -0.04503 -1.60020 -3.12670
H -2.29598 -1.04748 -1.13324
H -1.87424 -0.14503 -2.52212
H -0.91756 -0.00155 -1.02051



No. 5
16
Properties=species:S:1:pos:R:3 method="wB97M-V/def2-TZVPD" homo_ev="-16.40 / -15.92" spin_multiplicity=2 orbital_gap_ev="13.37 / 4.63" relative_energy_kcal_mol=11.0 charge=+1
C 0.16238 -1.38570 1.19591
C 1.20458 -1.51659 2.23708
H -0.25697 -2.22880 0.59252
H -0.72336 -0.84489 1.52753
H 0.55028 -0.75904 0.31058
H 1.60351 -0.46788 2.33105
H 2.09367 -2.03766 1.88070
H 0.79796 -1.92242 3.16003
C -0.19804 0.82466 -1.75167
C -1.12806 1.98593 -1.59798
H -0.67757 0.02773 -2.32688
H 0.72006 1.02614 -2.32928
H 0.08410 0.45299 -0.73510
H -0.69241 2.86935 -1.13967
H -1.89613 1.67087 -0.85091
H -1.64399 2.30530 -2.50391



No. 6
16
Properties=species:S:1:pos:R:3 method="wB97M-V/def2-TZVPD" homo_ev="-15.61 / -14.63" spin_multiplicity=2 orbital_gap_ev="12.51 / 3.22" relative_energy_kcal_mol=42.5 charge=+1
C -1.31579 1.30261 0.97485
C -0.29654 2.45484 0.90357
H -1.28779 0.61588 1.89175
H -2.23162 1.66419 0.93308
H -1.36548 0.73462 0.05253
H -0.33730 3.02487 0.05937
H 0.74386 2.38719 0.59459
H -0.09122 3.06150 1.85421
C 0.90991 -1.53082 -1.59720
C 0.70795 -2.16238 -0.16906
H 0.06209 -1.09781 -1.99273
H 1.76994 -0.96071 -1.58773
H 1.00566 -2.27205 -2.39604
H 0.07498 -3.06875 -0.21135
H 0.03234 -1.62714 0.53270
H 1.61902 -2.52603 0.15744



No. 7
34
Properties=species:S:1:pos:R:3 method="wB97M-V/def2-TZVPD" homo_ev=-8.71 orbital_gap_ev=10.79 relative_energy_kcal_mol=0.0 charge=-1
Cs 8.38587 0.59112 8.64997
C 8.26037 -3.20364 7.59688
C 9.44057 -4.15957 7.61244
C 9.39635 -5.22596 6.38750
O 10.44773 -6.11041 6.54362
C 10.50821 -6.96992 5.37869
N 10.76188 -3.39534 7.55470
H 10.79006 -2.79601 8.36717
H 11.56396 -3.97102 7.34174
H 10.77664 -2.78114 6.75306
H 8.35010 -2.35931 8.28036
H 7.32436 -3.74054 7.75094
H 8.19041 -2.72067 6.62223
H 9.47167 -4.67859 8.57043
H 9.56982 -4.67069 5.46572
H 8.46117 -5.78283 6.44612
H 11.54874 -7.26331 5.51771
H 10.59941 -6.49932 4.39976
H 9.80287 -7.79776 5.45130
B 5.43289 -0.56947 7.96916
F 5.72882 -1.10312 9.18793
F 6.41859 -0.99416 7.14470
F 4.18141 -0.90493 7.56482
F 5.45661 0.78665 8.23944
B 10.41881 -1.43015 10.77150
F 10.89399 -1.74725 11.98422
F 10.29308 -0.06778 10.67889
F 11.28293 -1.91646 9.78236
F 9.16227 -1.90673 10.44241
B 11.05288 -0.05222 6.28066
F 11.50002 -1.14941 5.65063
F 11.55276 -0.12263 7.59002
F 11.48151 1.04629 5.60176
F 9.75158 -0.16461 6.33531



No. 8
24
Properties=species:S:1:pos:R:3 method="wB97M-V/def2-TZVPD" homo_ev=-11.28 orbital_gap_ev=10.82 relative_energy_kcal_mol=0.0 charge=0
K -0.59306 -0.52953 0.66036
B -1.96152 -2.54989 -1.47374
F -1.08784 -3.59351 -1.12628
F -2.58007 -2.05573 -0.27572
F -1.18852 -1.47611 -2.02440
F -2.94095 -2.95233 -2.35835
C 3.54881 -0.53403 3.19391
C 3.23595 -0.67338 1.72652
O 2.09573 0.09700 1.32864
H 4.39655 -1.15763 3.48413
H 2.70851 -0.83493 3.82307
H 3.79888 0.50054 3.44406
H 2.99049 -1.70195 1.46840
H 4.10186 -0.37934 1.12790
H 2.29413 1.03055 1.45203
C -2.96020 1.65910 -1.87869
C -1.46368 1.81588 -1.78332
O -1.01567 1.98123 -0.41650
H -3.29172 0.77379 -1.33350
H -3.26452 1.57418 -2.92033
H -3.46928 2.51987 -1.43372
H -1.12483 2.68032 -2.36450
H -0.95860 0.94536 -2.19666
H -1.27045 2.86057 -0.12333



No. 9
18
Properties=species:S:1:pos:R:3 method="wB97M-V/def2-TZVPD" homo_ev=-8.04 orbital_gap_ev=8.54 relative_energy_kcal_mol=95.2 charge=0
B -0.65242 0.66173 -0.75028
C -1.15383 1.80396 0.24013
C -0.20647 0.71664 -2.27897
C 1.04226 -0.90807 1.51955
C 0.31120 -1.83579 0.61583
N -0.92837 -1.42343 0.08595
H -2.24985 1.65278 0.34459
H -0.98639 2.75234 -0.11002
H -0.74546 1.68440 1.18235
H 0.71380 1.44261 -2.29162
H -1.04777 1.25261 -2.87177
H 0.01594 -0.25704 -2.67195
H 2.09596 -1.27836 1.93906
H 1.16876 -0.09754 0.89534
H 0.38748 -0.48361 2.39752
H 0.87236 -1.87181 -0.26941
H 0.11296 -2.88896 0.97013
H -1.52016 -1.09051 0.87922



No. 10
24
Properties=species:S:1:pos:R:3 method="wB97M-V/def2-TZVPD" smiles="CP(O)[SiH2]CON=O.BrCCBr" homo_ev=-8.24 orbital_gap_ev=8.24 charge=0
C 0.00489 -1.51556 0.13914
P -0.49091 0.24468 0.31295
O -0.96873 0.55034 -1.25859
Si -2.51805 0.06309 1.29240
C -3.58154 -1.41698 0.73908
O -3.12334 -1.84077 -0.56345
N -4.26226 -1.96169 -1.48036
O -4.22376 -1.13998 -2.28927
H -0.78286 -2.24345 0.32255
H 0.32457 -1.63180 -0.89853
H 0.86659 -1.70567 0.78157
H -0.72494 1.45297 -1.48185
H -2.35856 -0.01293 2.76708
H -3.22338 1.32524 0.95865
H -4.64228 -1.15007 0.69241
H -3.48698 -2.25652 1.43642
Br 3.73070 1.30201 1.98177
C 4.71557 1.55915 0.32926
C 3.81323 1.94730 -0.81307
Br 2.73878 0.45312 -1.42835
H 5.23670 0.62744 0.13189
H 5.43642 2.34975 0.52426
H 4.40347 2.27023 -1.66748
H 3.11668 2.73009 -0.52848



No. 11
25
Properties=species:S:1:pos:R:3 method="wB97M-V/def2-TZVPD" smiles="N[Si@H](Br)P(O)Br.CCOC(=O)OC" homo_ev=-8.90 orbital_gap_ev=9.24 charge=0
N -4.24285 0.03918 1.05749
Si -2.93167 -1.00233 1.45056
Br -3.45625 -3.16583 1.46555
P -1.98690 -0.27120 3.40981
O -0.55963 -1.09116 3.21659
Br -3.00076 -1.60494 4.85413
H -5.01005 0.07273 1.71802
H -4.63720 -0.08639 0.13326
H -1.87134 -0.83781 0.44086
H 0.19557 -0.49449 3.20258
C 3.73983 -0.44940 -2.43440
C 2.26200 -0.68390 -2.64720
O 1.51789 -0.46564 -1.42811
C 1.23636 0.80352 -1.15337
O 1.51016 1.76193 -1.82874
O 0.56401 0.84029 0.00055
C 0.18347 2.15430 0.42151
H 4.11527 -1.07712 -1.62627
H 4.28359 -0.70193 -3.34580
H 3.93339 0.59588 -2.19876
H 2.05008 -1.72012 -2.90050
H 1.86119 -0.03169 -3.42170
H -0.35892 2.67220 -0.36661
H 1.06186 2.73719 0.69480
H -0.45909 2.00674 1.28576



No. 12
23
Properties=species:S:1:pos:R:3 method="wB97M-V/def2-TZVPD" homo_ev=-15.18 orbital_gap_ev=5.69 relative_energy_kcal_mol=0.0 charge=+2
Pt -0.03617 -0.01296 -0.10186
Cl -0.12398 -0.41510 2.25024
C -1.28475 -1.82276 2.21082
Cl -1.62648 -2.22462 0.52669
H -2.19817 -1.52117 2.70945
H -0.79637 -2.65815 2.69898
N 0.09877 0.13226 -2.11368
C 0.59425 1.44675 -2.63214
C -0.38726 2.54875 -2.29520
C -0.45881 2.83148 -0.80621
N -1.14316 1.70940 -0.09271
H 0.74703 -0.60326 -2.40440
H -0.80287 -0.08621 -2.53772
H 0.72434 1.36223 -3.71131
H 1.57000 1.63830 -2.18744
H -1.38109 2.30324 -2.68882
H -0.07749 3.46105 -2.80496
H -1.00213 3.76031 -0.62760
H 0.53587 2.93996 -0.37572
H -2.05914 1.53902 -0.50397
H -1.27435 1.94175 0.89019
I 2.99597 -0.13316 0.00584
I 5.66413 -0.01869 0.06193



| no. | energy (a.u.) | molecular weight (g/mol) |
| --- | --- | --- |
| 1 | -159.16017 | 60.14 |
| 2 | -159.14342 | 60.14 |
| 3 | -159.14509 | 60.14 |
| 4 | -159.14715 | 60.14 |
| 5 | -159.15236 | 60.14 |
| 6 | -159.10206 | 60.14 |
| 7 | -1583.52375 | 483.46 |
| 8 | -1334.61701 | 218.04 |
| 9 | -239.08480 | 84.96 |
| 10 | -6218.83948 | 341.01 |
| 11 | -6294.33281 | 357.01 |
| 12 | -1903.58637 | 607.95 |